#w
Below is 2 unconnected molecules or ions with the total composition C3H11N2O, with properties calculated with the ωB97M-V functional and the def2-TZVPD basis.

Last columns: bonded neighbours and bond lengths (Å).
CARTESIAN COORDINATES (ANGSTROEM)
1 H -1.432 -0.602 -2.301  C10 1.127
2 N 1.377 -1.148 -1.464  H11 0.991, C12 1.333, H14 1.014
3 H 1.912 1.445 2.630  O17 0.979
4 H -0.838 1.910 0.061  N8 1.061
5 C -0.451 -0.117 -0.286  N8 1.459, C10 1.556, C12 1.355
6 H 0.853 0.461 3.177  O17 1.016
7 H 0.039 1.098 1.244  N8 1.029
8 N -0.758 1.000 0.601  H4 1.061, C5 1.459, H7 1.029, H9 1.010
9 H -1.669 0.986 1.038  N8 1.010
10 C -1.654 -0.482 -1.203  H1 1.127, C5 1.556, H13 1.125, H15 1.004
11 H 0.744 -1.511 -2.135  N2 0.991
12 C 0.832 -0.530 -0.416  N2 1.333, C5 1.355, H16 1.151
13 H -2.112 -1.500 -1.066  C10 1.125
14 H 2.333 -1.488 -1.432  N2 1.014
15 H -2.335 0.254 -1.262  C10 1.004
16 H 1.635 -0.346 0.389  C12 1.151
17 O 1.524 0.570 2.423  H3 0.979, H6 1.016

The net charge is 0. The HOMO-LUMO gap (alpha / beta) is 0.1484 / 0.3308 Ha. For the LUMO energy (alpha / beta), the calculation gives 0.9 / 0.7 eV. The spin multiplicity is 2.


#x
Below is 2 unconnected molecules or ions with the total composition C3H11N2O, with properties calculated with the ωB97M-V functional and the def2-TZVPD basis.

Last columns: bonded neighbours and bond lengths (Å).
CARTESIAN COORDINATES (ANGSTROEM)
1 H 1.639 0.722 -2.016  N16 1.044
2 H 0.375 -0.620 -0.742  N3 1.022
3 N 0.866 -0.361 0.116  H2 1.022, C9 1.340, C17 1.494
4 H -1.669 -0.471 2.455  C10 1.143
5 H 2.015 2.301 -1.198  N16 0.983
6 H -0.163 -1.713 1.531  C17 1.064
7 O -1.046 -0.839 -1.958  H13 0.982, H15 1.031
8 H 0.793 -0.365 2.126  C17 1.154
9 C 1.434 0.846 -0.015  N3 1.340, H14 1.063, N16 1.338
10 C -1.332 -0.045 1.449  H4 1.143, H11 1.122, H12 1.077, C17 1.521
11 H -1.561 1.051 1.390  C10 1.122
12 H -1.731 -0.513 0.565  C10 1.077
13 H -1.881 -0.369 -2.176  O7 0.982
14 H 1.588 1.427 0.861  C9 1.063
15 H -1.200 -1.697 -2.509  O7 1.031
16 N 1.834 1.335 -1.194  H1 1.044, H5 0.983, C9 1.338
17 C 0.039 -0.691 1.315  N3 1.494, H6 1.064, H8 1.154, C10 1.521

The net charge is 0. The HOMO-LUMO gap (alpha / beta) is 0.1556 / 0.3251 Ha. For the LUMO energy (alpha / beta), the calculation gives 0.4 / 0.4 eV. The spin multiplicity is 2.


It turns out #x is the most stable, with the second structure 0.0446 hartree higher.


#w
Below is 2 unconnected molecules or ions with the total composition C2H3BF2O, with properties calculated with the ωB97M-V functional and the def2-TZVPD basis.

Last columns: bonded neighbours and bond lengths (Å).
CARTESIAN COORDINATES (ANGSTROEM)
1 H -1.132 -0.194 -1.239  C2 1.097
2 C -0.253 -0.542 -0.683  H1 1.097, F3 1.335, C9 1.483
3 F 0.572 -1.334 -1.373  C2 1.335
4 F -1.719 -0.141 0.996  C9 1.405
5 B 1.026 1.371 0.071  H6 1.103, H7 1.181
6 H 2.126 1.429 0.125  B5 1.103
7 H 0.328 2.323 0.084  B5 1.181
8 O -0.291 -1.912 1.351  C9 1.197
9 C -0.656 -0.999 0.668  C2 1.483, F4 1.405, O8 1.197

The net charge is 0. The HOMO-LUMO gap is 0.3167 Ha. For the LUMO energy, the calculation gives -1.2 eV. The spin multiplicity is 1.


#x
Below is C2H3BF2O in the gas phase, with properties calculated with the ωB97M-V functional and the def2-TZVPD basis.

Last columns: bonded neighbours and bond lengths (Å).
CARTESIAN COORDINATES (ANGSTROEM)
1 B 1.230 -0.352 0.097  O2 1.411, H3 1.065, H5 1.209
2 O -0.162 -0.524 0.253  B1 1.411, C4 1.296
3 H 1.760 -1.253 0.298  B1 1.065
4 C -1.070 0.379 0.060  O2 1.296, F6 1.371, C7 1.399
5 H 1.779 0.714 -0.056  B1 1.209
6 F -0.667 1.616 -0.371  C4 1.371
7 C -2.463 0.262 0.104  C4 1.399, F8 1.303, H9 1.008
8 F -2.960 -0.908 0.389  C7 1.303
9 H -3.088 0.965 -0.258  C7 1.008

The net charge is 0. The HOMO-LUMO gap is 0.3365 Ha. For the LUMO energy, the calculation gives 0.2 eV. The SMILES is BO/C(F)=C\F. The spin multiplicity is 1.


It turns out #x is the most stable, with the second structure 0.0850 hartree higher.


#w
Below is a gas-phase ion, C3H7O2S (charge -1), with properties calculated with the ωB97M-V functional and the def2-TZVPD basis.

Last columns: bonded neighbours and bond lengths (Å).
CARTESIAN COORDINATES (ANGSTROEM)
1 O -0.527 0.029 2.832  S11 1.464
2 H -1.942 1.289 -1.511  C7 1.083
3 H 1.953 -0.195 0.516  C8 1.056
4 H 1.920 -1.189 1.911  C8 1.045
5 H -0.323 0.510 -1.337  C7 1.049
6 O 0.652 1.822 1.565  S11 1.572
7 C -1.126 0.991 -0.863  H2 1.083, H5 1.049, C10 1.497, H12 1.172
8 C 1.330 -0.726 1.182  H3 1.056, H4 1.045, H9 1.030, S11 1.809
9 H 0.826 -1.416 0.607  C8 1.030
10 C -1.542 0.423 0.459  C7 1.497, S11 1.831, H13 1.103
11 S -0.040 0.411 1.505  O1 1.464, O6 1.572, C8 1.809, C10 1.831
12 H -0.537 1.942 -0.515  C7 1.172
13 H -1.549 -0.676 0.365  C10 1.103

The net charge is -1. The HOMO-LUMO gap is 0.2627 Ha. For the LUMO energy, the calculation gives 3.9 eV. The SMILES is CC=[S@@](C)(=O)[O-]. The spin multiplicity is 1.


#x
Below is 2 unconnected molecules or ions with the total composition C3H7O2S, with properties calculated with the ωB97M-V functional and the def2-TZVPD basis.

Last columns: bonded neighbours and bond lengths (Å).
CARTESIAN COORDINATES (ANGSTROEM)
1 H 0.630 3.489 -0.546  O3 0.968
2 S 0.691 1.058 1.726  C4 1.820
3 O -0.272 3.168 -0.690  H1 0.968, H7 0.979
4 C 0.514 -0.657 1.142  S2 1.820, H5 1.093, H8 1.090, C13 1.543
5 H 1.416 -1.240 1.348  C4 1.093
6 C -0.992 -1.548 -0.727  O9 1.208, H12 1.114, C13 1.498
7 H -0.225 2.359 -0.139  O3 0.979
8 H -0.262 -1.203 1.678  C4 1.090
9 O -1.427 -1.709 -1.842  C6 1.208
10 H 0.135 0.246 -0.787  C13 1.095
11 H 1.082 -1.185 -0.925  C13 1.098
12 H -1.524 -2.015 0.133  C6 1.114
13 C 0.234 -0.763 -0.372  C4 1.543, C6 1.498, H10 1.095, H11 1.098

The net charge is -1. The HOMO-LUMO gap is 0.2526 Ha. For the LUMO energy, the calculation gives 3.9 eV. The spin multiplicity is 1.


It turns out #x is the most stable, with the second structure 0.1136 hartree higher.